<a>
Molecular formula: C5H10O3
Method: DFT, ωB97M-V/def2-TZVPD

Each line ends with the Löwdin charge.
Geometry (Å):
O (-0.901, -2.062, -0.757)  -0.16
H (-0.924, 2.233, -1.518)  0.14
H (0.076, -1.901, -1.815)  0.32
C (-0.382, -1.066, 0.165)  -0.32
H (0.102, 0.947, 1.091)  0.13
C (2.008, -0.133, 0.537)  -0.14
O (-2.633, 0.091, 0.646)  0.05
C (0.725, -0.102, -0.352)  -0.36
H (-1.532, -0.063, -1.147)  0.17
C (-1.439, 0.002, -0.071)  -0.37
O (-0.457, 2.147, -0.649)  0.02
C (-0.432, 0.947, 0.014)  -0.42
H (-2.442, 0.372, 1.550)  0.11
H (3.122, 0.422, -0.216)  0.15
H (-0.127, -1.661, 1.082)  0.16
H (1.570, 0.970, 1.605)  0.18
H (1.293, 0.226, -1.391)  0.18
H (2.373, -1.367, 1.226)  0.17

Its net charge is 0. For the molar mass, the calculation gives 118.1 g mol⁻¹. As for the LUMO energy: -0.14 eV. The HOMO-LUMO gap comes out at 9.323 eV.

***

<b>
Molecular formula: C5H10O3
Method: DFT, ωB97M-V/def2-TZVPD

Each line ends with the Löwdin charge.
Geometry (Å):
O (-2.350, -0.045, 0.964)  0.10
H (-2.729, -1.920, -0.740)  0.09
C (2.280, -0.276, -0.256)  0.11
H (0.116, 0.201, 1.664)  0.16
O (0.270, 0.861, -0.308)  -0.20
H (2.706, -1.173, -0.686)  0.07
H (0.423, 2.471, 1.005)  0.09
H (2.337, 0.520, -0.994)  0.08
C (-1.460, -0.636, 0.400)  -0.37
H (-1.158, -2.629, -0.256)  0.09
C (-1.667, -1.729, -0.602)  0.00
H (-1.197, 2.186, 0.306)  0.09
H (0.104, 2.841, -0.725)  0.09
C (-0.120, 2.165, 0.103)  -0.08
C (0.007, -0.229, 0.647)  -0.41
O (0.902, -1.173, 0.329)  -0.08
H (2.728, 0.009, 0.692)  0.08
H (-1.192, -1.443, -1.541)  0.10

Its net charge is 0. For the molar mass, the calculation gives 118.1 g mol⁻¹. As for the LUMO energy: 0.79 eV. The HOMO-LUMO gap comes out at 10.069 eV.

***

Most stable structure, least stable structure: <b>, <a>.

***

<a>
Molecular formula: C4H5ClF2
Method: DFT, ωB97M-V/def2-TZVPD

Each line ends with the Löwdin charge.
Geometry (Å):
C (-0.962, 0.588, 1.109)  0.01
C (0.693, -1.363, -1.267)  -0.01
H (1.080, -2.269, -1.545)  0.03
H (-0.474, 0.770, 2.103)  0.12
H (-1.438, -0.294, 1.196)  0.05
H (-1.810, 1.183, 1.135)  0.06
H (-0.341, -1.088, -1.749)  0.12
C (1.093, -0.576, -0.317)  -0.69
Cl (2.367, -0.528, 0.773)  0.71
F (-0.776, 0.804, -1.242)  0.00
C (-0.038, 0.799, -0.066)  -0.49
F (0.608, 1.974, -0.130)  0.08

Its net charge is 0. For the molar mass, the calculation gives 126.5 g mol⁻¹. As for the LUMO energy: 0.83 eV. The HOMO-LUMO gap comes out at 10.862 eV.

***

<b>
Molecular formula: C4H5ClF2
Method: DFT, ωB97M-V/def2-TZVPD

Each line ends with the Löwdin charge.
Geometry (Å):
Cl (2.043, -0.536, -1.244)  0.58
F (-2.668, 0.958, -1.127)  -0.01
H (1.414, -1.051, 1.541)  0.11
C (-0.241, 0.837, -0.765)  -0.16
C (0.909, 0.299, -0.076)  -0.64
H (0.193, -1.755, 0.506)  0.09
C (0.554, -0.881, 0.929)  -0.25
H (-1.690, -0.685, 0.006)  0.17
F (-0.421, -0.516, 1.810)  -0.05
C (-1.528, 0.377, -0.608)  -0.10
H (-0.045, 1.880, -1.352)  0.17
H (1.478, 1.073, 0.380)  0.09

Its net charge is 0. For the molar mass, the calculation gives 126.5 g mol⁻¹. As for the LUMO energy: 0.81 eV. The HOMO-LUMO gap comes out at 10.826 eV.

***

Most stable structure, least stable structure: <a>, <b>.